{"formula": "C53H120Br2N13O4", "method": "ωB97M-V with the def2-TZVPD basis set", "species": ["C", "C", "N", "C", "C", "N", "C", "C", "H", "H", "H", "H", "H", "H", "H", "H", "H", "H", "H", "C", "C", "N", "C", "C", "N", "C", "C", "H", "H", "H", "H", "H", "H", "H", "H", "H", "H", "H", "C", "C", "N", "C", "C", "N", "C", "C", "H", "H", "H", "H", "H", "H", "H", "H", "H", "H", "H", "C", "C", "N", "C", "C", "N", "C", "C", "H", "H", "H", "H", "H", "H", "H", "H", "H", "H", "H", "C", "C", "C", "C", "N", "C", "C", "C", "C", "C", "H", "H", "H", "H", "H", "H", "H", "H", "H", "H", "H", "H", "H", "H", "H", "H", "H", "H", "H", "H", "C", "N", "C", "C", "C", "C", "O", "H", "H", "H", "H", "H", "H", "H", "H", "H", "H", "H", "H", "H", "H", "C", "N", "C", "C", "C", "C", "O", "H", "H", "H", "H", "H", "H", "H", "H", "H", "H", "H", "H", "H", "H", "C", "N", "C", "C", "C", "C", "O", "H", "H", "H", "H", "H", "H", "H", "H", "H", "H", "H", "H", "H", "H", "C", "N", "C", "C", "C", "C", "O", "H", "H", "H", "H", "H", "H", "H", "H", "H", "H", "H", "H", "H", "H", "Br", "Br"], "coordinates": [[-8.110, 4.652, -2.724], [-6.994, 3.779, -3.188], [-5.759, 3.852, -2.364], [-5.113, 2.901, -1.730], [-4.102, 3.445, -0.980], [-4.133, 4.791, -1.245], [-5.284, 5.006, -2.001], [-3.429, 5.896, -0.546], [-8.409, 4.423, -1.701], [-8.916, 4.530, -3.448], [-7.816, 5.693, -2.855], [-6.825, 4.059, -4.228], [-7.330, 2.746, -3.277], [-5.248, 1.829, -1.742], [-3.388, 3.035, -0.281], [-5.537, 6.024, -2.256], [-3.549, 6.773, -1.183], [-2.396, 5.707, -0.255], [-3.947, 6.116, 0.388], [2.330, -1.666, -4.286], [2.687, -2.978, -5.094], [3.856, -3.586, -4.462], [5.131, -3.191, -4.613], [6.027, -3.868, -3.770], [5.257, -4.861, -3.195], [3.940, -4.507, -3.478], [5.704, -5.976, -2.344], [3.179, -1.012, -4.090], [1.954, -1.776, -3.269], [1.811, -0.843, -4.777], [2.913, -2.868, -6.154], [1.879, -3.699, -4.971], [5.399, -2.453, -5.355], [7.079, -3.803, -3.536], [3.091, -5.069, -3.116], [5.626, -6.890, -2.932], [5.257, -5.956, -1.350], [6.791, -6.010, -2.281], [-1.786, 2.233, -3.309], [-1.971, 3.556, -3.931], [-1.541, 3.606, -5.300], [-1.074, 2.566, -6.121], [-0.542, 3.123, -7.375], [-0.750, 4.437, -7.204], [-1.247, 4.795, -5.963], [-0.363, 5.362, -8.203], [-1.789, 2.281, -2.220], [-0.845, 1.700, -3.449], [-2.574, 1.571, -3.668], [-1.226, 4.211, -3.478], [-2.975, 3.936, -3.744], [-1.179, 1.529, -5.837], [-0.329, 2.598, -8.294], [-1.299, 5.818, -5.620], [0.361, 6.106, -7.872], [-1.250, 5.944, -8.453], [0.059, 4.918, -9.104], [-5.226, -2.272, 3.226], [-6.122, -2.714, 4.419], [-5.464, -2.842, 5.665], [-5.325, -1.825, 6.636], [-4.614, -2.245, 7.692], [-3.988, -3.438, 7.308], [-4.536, -3.814, 6.061], [-2.922, -4.145, 7.939], [-5.784, -2.316, 2.291], [-4.384, -2.965, 3.216], [-4.732, -1.303, 3.291], [-6.540, -3.701, 4.223], [-6.995, -2.093, 4.622], [-6.001, -0.987, 6.551], [-4.260, -1.801, 8.611], [-4.414, -4.756, 5.547], [-2.807, -4.010, 9.015], [-2.020, -3.766, 7.460], [-2.861, -5.213, 7.730], [3.204, 3.640, 4.302], [1.922, 2.758, 4.021], [1.582, 1.628, 5.040], [0.269, 0.926, 4.895], [-0.483, 0.898, 6.269], [-1.779, 0.059, 6.185], [-2.739, 0.972, 5.506], [-2.329, 2.448, 5.936], [-0.991, 2.285, 6.726], [0.309, 0.216, 7.462], [3.579, 4.430, 3.651], [3.885, 2.834, 4.573], [3.204, 4.093, 5.293], [2.109, 2.251, 3.074], [1.156, 3.487, 3.759], [1.894, 2.045, 5.998], [2.276, 0.807, 4.857], [0.412, -0.089, 4.524], [-0.361, 1.495, 4.212], [-2.132, -0.199, 7.184], [-1.584, -0.844, 5.606], [-3.688, 0.578, 5.871], [-2.809, 0.836, 4.427], [-3.111, 2.863, 6.572], [-2.148, 2.938, 4.979], [-1.213, 2.370, 7.789], [-0.236, 3.010, 6.420], [-0.432, 0.132, 8.256], [1.025, 0.924, 7.881], [0.817, -0.709, 7.188], [6.749, -0.813, 1.140], [6.852, -1.490, -0.234], [5.884, -1.009, -1.315], [8.295, -1.279, -0.709], [6.730, -3.008, -0.015], [5.299, -3.560, 0.476], [4.171, -3.312, -0.375], [7.482, -1.167, 1.865], [5.755, -0.976, 1.557], [6.930, 0.214, 0.826], [6.059, -1.727, -2.117], [6.109, -0.069, -1.818], [4.908, -1.085, -0.836], [8.898, -1.508, 0.170], [8.311, -0.210, -0.918], [8.619, -1.815, -1.601], [7.551, -3.432, 0.562], [6.977, -3.365, -1.015], [5.174, -3.116, 1.463], [5.290, -4.638, 0.636], [3.535, -3.984, -0.119], [3.460, 6.336, -1.621], [2.238, 5.635, -0.915], [2.469, 5.577, 0.593], [0.958, 6.479, -1.210], [2.163, 4.239, -1.546], [1.252, 3.235, -0.902], [-0.101, 3.668, -0.957], [3.469, 7.237, -1.008], [3.388, 6.578, -2.681], [4.409, 5.861, -1.372], [2.712, 6.579, 0.947], [3.468, 5.146, 0.656], [1.640, 5.011, 1.019], [0.616, 6.570, -2.241], [1.330, 7.371, -0.705], [0.250, 6.080, -0.483], [3.062, 3.769, -1.944], [1.754, 4.524, -2.515], [1.587, 2.813, 0.046], [1.446, 2.391, -1.565], [-0.491, 3.556, -0.087], [-2.396, -2.161, -0.188], [-1.256, -1.172, 0.282], [-1.521, 0.222, -0.499], [-1.615, -0.912, 1.804], [0.173, -1.658, 0.098], [1.173, -0.589, 0.561], [1.563, 0.150, -0.550], [-2.038, -2.290, -1.209], [-3.326, -1.602, -0.083], [-2.328, -2.949, 0.563], [-2.505, 0.541, -0.154], [-1.416, 0.001, -1.561], [-0.831, 1.056, -0.371], [-1.047, -1.647, 2.375], [-2.701, -0.983, 1.860], [-1.299, 0.107, 2.025], [0.129, -1.928, -0.957], [0.231, -2.589, 0.661], [2.062, -1.208, 0.685], [1.073, -0.079, 1.519], [2.454, 0.467, -0.385], [-1.502, -7.189, -3.876], [-1.403, -5.971, -2.957], [-0.289, -5.070, -3.434], [-2.712, -5.323, -3.219], [-1.229, -6.586, -1.568], [-1.335, -5.609, -0.366], [-0.606, -4.500, -0.492], [-0.719, -7.926, -3.695], [-1.369, -6.857, -4.906], [-2.486, -7.651, -3.799], [-0.474, -4.895, -4.494], [0.605, -5.648, -3.199], [-0.368, -4.104, -2.935], [-3.427, -6.109, -2.980], [-2.698, -4.927, -4.235], [-2.787, -4.435, -2.590], [-0.412, -7.308, -1.553], [-2.139, -7.185, -1.560], [-1.119, -5.973, 0.638], [-2.369, -5.267, -0.319], [0.243, -4.647, -0.070], [4.496, 1.931, 0.093], [-1.057, -4.247, 3.777]], "total_energy_ev": -224484.0972, "e_lumo_ev": [-10.849, -10.879], "multiplicity": 2, "total_charge": 6}